Entry 1
{
  "formula": "C12H42O9",
  "method": "ωB97M-V with the def2-TZVPD basis set",
  "symbols": ["C", "C", "C", "O", "H", "H", "H", "H", "H", "H", "H", "H", "C", "C", "C", "O", "H", "H", "H", "H", "H", "H", "H", "H", "C", "C", "C", "O", "H", "H", "H", "H", "H", "H", "H", "H", "C", "C", "C", "O", "H", "H", "H", "H", "H", "H", "H", "H", "O", "H", "H", "O", "H", "H", "O", "H", "H", "O", "H", "H", "O", "H", "H"],
  "coordinates": [[1.566, -1.066, -3.653], [1.081, 0.263, -3.033], [1.773, 1.465, -3.804], [-0.307, 0.313, -3.029], [2.387, -1.483, -3.064], [1.874, -1.004, -4.698], [0.729, -1.754, -3.561], [1.369, 0.291, -1.963], [1.594, 2.446, -3.362], [1.528, 1.540, -4.879], [2.864, 1.294, -3.718], [-0.566, 0.582, -2.142], [3.387, -1.324, 1.080], [2.097, -1.016, 1.851], [1.582, -2.300, 2.556], [2.440, 0.017, 2.766], [3.180, -2.080, 0.332], [4.208, -1.639, 1.732], [3.678, -0.409, 0.566], [1.307, -0.585, 1.199], [1.258, -3.021, 1.806], [0.686, -2.071, 3.137], [2.302, -2.757, 3.242], [1.694, 0.160, 3.368], [-0.773, -2.631, -1.007], [-1.129, -4.163, -0.860], [-0.241, -4.994, -1.739], [-0.882, -4.620, 0.478], [0.252, -2.424, -0.677], [-1.472, -1.922, -0.569], [-0.764, -2.448, -2.083], [-2.192, -4.328, -1.100], [-0.309, -4.728, -2.791], [-0.477, -6.048, -1.615], [0.784, -4.829, -1.393], [-1.756, -4.733, 0.863], [0.748, 5.054, 2.629], [1.092, 4.014, 1.534], [0.376, 2.677, 1.715], [0.898, 4.606, 0.206], [-0.218, 5.563, 2.535], [1.554, 5.789, 2.675], [0.779, 4.504, 3.576], [2.155, 3.777, 1.670], [0.613, 1.988, 0.897], [-0.714, 2.762, 1.824], [0.759, 2.248, 2.637], [0.015, 4.320, -0.090], [-4.505, 0.511, -0.420], [-5.076, -0.233, -0.669], [-4.995, 1.289, -0.713], [-1.616, 3.603, -0.808], [-1.638, 2.782, -0.285], [-2.416, 4.114, -0.614], [-1.626, 0.843, -0.366], [-2.533, 0.565, -0.602], [-1.416, 0.280, 0.398], [-1.738, -1.049, 1.787], [-2.243, -0.743, 2.553], [-1.455, -1.960, 1.920], [-4.042, 1.495, 2.248], [-3.996, 0.924, 1.463], [-3.519, 2.282, 2.068]],
  "multiplicity": 1,
  "smiles": "CC(C)O.CC(C)O.CC(C)O.CC(C)O.O.O.O.O.O",
  "orbital_gap_ev": 9.22,
  "homo_ha": -0.348,
  "e_lumo_ev": -0.267
}

---

Entry 2
{
  "formula": "C12H42O9",
  "method": "ωB97M-V with the def2-TZVPD basis set",
  "symbols": ["O", "H", "H", "O", "H", "H", "O", "H", "H", "O", "H", "H", "O", "H", "H", "C", "C", "C", "O", "H", "H", "H", "H", "H", "H", "H", "H", "C", "C", "C", "O", "H", "H", "H", "H", "H", "H", "H", "H", "C", "C", "C", "O", "H", "H", "H", "H", "H", "H", "H", "H", "C", "C", "C", "O", "H", "H", "H", "H", "H", "H", "H", "H"],
  "coordinates": [[0.640, 0.627, 0.353], [-0.098, 0.430, 0.930], [0.554, 0.004, -0.368], [3.221, 2.110, 0.692], [3.859, 1.693, 1.272], [2.439, 1.563, 0.764], [1.002, -0.731, -1.991], [0.949, 0.058, -2.531], [0.497, -1.386, -2.474], [3.279, -2.215, -1.324], [2.524, -1.650, -1.486], [3.109, -2.603, -0.466], [-1.587, -0.205, 1.533], [-2.407, 0.285, 1.602], [-1.860, -1.104, 1.348], [-0.885, 2.444, 4.070], [-1.476, 1.383, 4.980], [-0.559, 0.209, 5.375], [-1.868, 2.035, 6.170], [-0.274, 1.856, 3.384], [-0.219, 3.099, 4.631], [-1.686, 2.980, 3.561], [-2.359, 0.890, 4.573], [-0.330, -0.314, 4.446], [-1.160, -0.482, 5.966], [0.397, 0.462, 5.832], [-2.717, 2.420, 5.941], [1.478, -2.496, 2.205], [2.264, -3.837, 2.001], [1.351, -4.894, 1.436], [3.390, -3.645, 1.207], [1.259, -2.058, 1.231], [2.127, -1.808, 2.747], [0.521, -2.568, 2.721], [2.733, -4.126, 2.942], [0.895, -4.507, 0.524], [0.573, -5.097, 2.172], [1.815, -5.856, 1.220], [3.581, -4.482, 0.778], [0.580, 2.994, -2.046], [0.653, 2.781, -3.566], [1.343, 3.970, -4.272], [1.297, 1.617, -3.792], [1.585, 2.876, -1.643], [-0.062, 2.371, -1.423], [0.275, 4.024, -1.858], [-0.341, 2.663, -3.996], [0.680, 4.834, -4.233], [1.536, 3.708, -5.312], [2.267, 4.258, -3.771], [1.948, 1.530, -3.091], [-2.332, -0.483, -2.238], [-3.243, -0.117, -3.368], [-3.343, -1.273, -4.341], [-4.445, 0.364, -2.864], [-2.179, 0.288, -1.484], [-1.400, -0.699, -2.761], [-2.625, -1.412, -1.748], [-2.831, 0.689, -3.976], [-3.516, -0.965, -5.372], [-4.185, -1.894, -4.036], [-2.402, -1.822, -4.302], [-4.229, 1.215, -2.476]],
  "multiplicity": 1,
  "smiles": "CC(C)O.CC(C)O.CC(C)O.CC(C)O.O.O.O.O.O",
  "orbital_gap_ev": 10.06,
  "homo_ha": -0.374,
  "e_lumo_ev": -0.125
}

---

Of them, the most stable is entry 1 and the least stable is entry 2.

---

Entry 1
{
  "formula": "C4H5NOS",
  "method": "ωB97M-V with the def2-TZVPD basis set",
  "symbols": ["C", "C", "C", "C", "H", "H", "H", "H", "H", "N", "O", "S"],
  "coordinates": [[-0.267, -1.043, 0.358], [-0.479, 0.178, 1.090], [-0.687, 1.397, 0.557], [-0.667, 1.528, -0.916], [2.852, -2.066, -0.807], [-0.851, -1.910, 0.462], [-0.496, 0.004, 2.109], [-0.701, 2.454, 0.982], [-0.253, 2.413, -1.396], [1.041, -0.897, -0.096], [-0.872, 0.434, -1.579], [1.381, -2.492, -0.766]],
  "multiplicity": 1,
  "smiles": "O=C/C=C\\C=N\\S",
  "orbital_gap_ev": 8.00,
  "homo_ha": -0.308,
  "e_lumo_ev": -0.379
}

---

Entry 2
{
  "formula": "C4H5NOS",
  "method": "ωB97M-V with the def2-TZVPD basis set",
  "symbols": ["C", "C", "C", "C", "H", "H", "H", "H", "H", "N", "O", "S"],
  "coordinates": [[-1.136, 1.395, 0.303], [-1.720, 0.295, -0.139], [-1.294, -1.115, 0.008], [2.629, -0.289, -0.116], [-0.117, 1.428, 0.674], [-1.648, 2.355, 0.195], [-2.740, 0.328, -0.605], [3.162, -1.240, -0.007], [3.190, 0.627, -0.313], [1.369, -0.201, -0.167], [-2.141, -1.965, -0.097], [0.447, -1.619, 0.265]],
  "multiplicity": 1,
  "smiles": "C=CC(=O)SN=C",
  "orbital_gap_ev": 9.79,
  "homo_ha": -0.349,
  "e_lumo_ev": 0.289
}

---

Of them, the most stable is entry 2 and the least stable is entry 1.

---

Entry 1
{
  "formula": "C4H5NOS",
  "method": "ωB97M-V with the def2-TZVPD basis set",
  "symbols": ["C", "C", "C", "C", "N", "O", "S", "H", "H", "H", "H", "H"],
  "coordinates": [[1.630, -0.203, 0.631], [0.258, -0.292, -1.745], [0.519, -0.009, 1.308], [-0.455, 0.144, 2.165], [-0.763, 0.253, -1.172], [-1.703, 0.630, -2.090], [1.775, -0.705, -1.040], [2.554, -0.344, 1.097], [0.213, -0.352, -2.844], [-1.218, 0.920, 2.141], [-2.438, 0.633, -1.339], [-0.370, -0.674, 2.889]],
  "multiplicity": 1,
  "smiles": "C=C=CS/C=N/O",
  "orbital_gap_ev": 8.80,
  "homo_ha": -0.299,
  "e_lumo_ev": 0.656
}

---

Entry 2
{
  "formula": "C4H5NOS",
  "method": "ωB97M-V with the def2-TZVPD basis set",
  "symbols": ["C", "C", "C", "C", "H", "H", "H", "H", "H", "N", "O", "S"],
  "coordinates": [[-0.205, -0.041, -0.336], [0.918, -0.856, 0.378], [-0.339, 1.061, 0.725], [0.185, 0.373, -1.680], [-1.642, -1.008, 0.422], [1.929, -0.666, -0.038], [0.658, -1.947, 0.360], [0.182, 1.950, 0.529], [-1.367, 1.340, 1.018], [0.502, 0.451, -2.795], [-1.405, -0.686, -0.495], [0.583, 0.029, 1.911]],
  "multiplicity": 1,
  "orbital_gap_ev": 10.04,
  "homo_ha": -0.349,
  "e_lumo_ev": 0.551
}

---

Of them, the most stable is entry 2 and the least stable is entry 1.

---

Entry 1
{
  "formula": "C4H5NOS",
  "method": "ωB97M-V with the def2-TZVPD basis set",
  "symbols": ["C", "C", "C", "C", "H", "H", "H", "H", "H", "N", "O", "S"],
  "coordinates": [[-0.704, -0.139, 0.506], [0.106, -1.314, 0.111], [1.322, -0.867, -0.229], [-0.004, 0.973, 0.238], [-2.043, 1.510, -1.382], [-0.863, -0.251, 1.546], [-0.335, -2.307, 0.388], [2.176, -1.180, -0.565], [2.127, 1.102, -0.324], [1.266, 0.579, -0.240], [-0.509, 2.107, 0.127], [-2.537, -0.215, -0.176]],
  "multiplicity": 1,
  "orbital_gap_ev": 7.72,
  "homo_ha": -0.329,
  "e_lumo_ev": -1.231
}

---

Entry 2
{
  "formula": "C4H5NOS",
  "method": "ωB97M-V with the def2-TZVPD basis set",
  "symbols": ["C", "C", "C", "C", "H", "H", "H", "H", "H", "N", "O", "S"],
  "coordinates": [[0.209, 1.572, 0.112], [0.401, 0.254, -0.093], [-1.800, -0.780, 0.078], [1.788, -0.345, -0.272], [1.105, 2.223, 0.084], [-0.762, 2.037, 0.335], [-0.013, -1.731, 0.115], [-2.280, -1.696, 0.448], [1.754, -1.437, -0.494], [-0.456, -0.809, 0.055], [2.838, 0.252, -0.127], [-2.784, 0.461, -0.242]],
  "multiplicity": 1,
  "smiles": "C=C(C=O)NC=S",
  "orbital_gap_ev": 8.29,
  "homo_ha": -0.321,
  "e_lumo_ev": -0.451
}

---

Of them, the most stable is entry 2 and the least stable is entry 1.